# 1
DFT (ωB97M-V/def2-TZVPD) results for a molecular structure, C35H45NO2ReSSe.

Computed properties:
total charge	+2
DFT total energy	-4443.08342	hartree
HOMO-LUMO gap (alpha / beta)	4.8916 / 4.8337	eV
2S+1	4

XYZ file:
```
86
Properties=species:S:1:pos:R:3:mulliken_spin:R:1
H -3.11 -3.56 3.02 0.00
H -0.27 -4.80 -0.35 0.00
H -1.83 3.30 -2.71 0.00
H 1.63 -3.59 -2.66 0.00
C -4.56 3.08 -1.93 0.00
C -0.22 2.77 -4.44 0.00
C -0.19 -3.83 0.16 0.11
H 1.11 4.51 -2.93 0.00
H -4.39 2.00 -2.06 0.00
C 3.18 3.62 3.98 -0.01
C 3.32 2.49 3.15 0.02
C -1.51 2.82 -1.83 0.01
H -3.95 3.40 1.49 0.00
C -2.35 -5.55 1.32 0.02
C 1.00 -1.85 0.35 0.17
C 2.47 -3.25 -2.07 0.01
C 3.43 3.43 5.33 0.01
H -1.73 -5.58 2.20 0.00
H 3.13 4.24 5.95 0.00
H 2.36 3.39 -2.27 0.00
C 0.29 1.77 -0.72 -0.02
H 0.39 2.54 -5.31 0.00
H -3.93 -2.53 1.83 0.00
H 2.94 4.59 3.57 0.00
H -4.48 -4.16 2.04 0.00
S 4.32 0.15 2.28 -0.02
H 4.40 -3.72 -0.47 0.00
C 4.03 2.25 5.82 0.00
H -4.23 3.64 -2.84 0.00
O 1.64 1.51 -0.67 -0.01
C 0.65 2.45 -3.21 0.00
C -1.83 2.07 0.36 0.02
C -4.46 3.06 0.59 0.00
H -5.67 3.29 -1.75 0.00
C 3.49 -3.50 0.18 0.02
H 2.67 -2.19 -2.07 0.00
C 4.06 1.32 3.59 0.01
C 1.01 -3.18 -0.02 0.02
H -3.25 -3.07 -0.94 0.00
C -3.61 -3.54 2.02 0.01
Se 0.18 0.52 1.83 -0.04
C -1.11 -2.06 1.52 0.17
H -2.49 -4.60 -1.13 0.00
H -2.92 5.30 -1.47 0.00
H -1.80 -1.72 2.25 0.00
H -2.46 1.78 1.19 0.00
H 1.74 -5.71 0.23 0.00
C -3.54 5.00 -0.63 0.00
O 1.97 -1.03 -0.13 0.33
C 4.20 1.65 1.15 -0.04
C -3.17 -4.07 -0.48 0.03
H -5.48 3.43 0.63 0.00
H 0.47 0.32 -3.26 0.00
H 2.05 0.75 -2.69 -0.01
H 1.35 -5.71 -1.48 0.00
H 3.46 -4.12 1.13 0.00
H -4.16 -4.51 -0.51 0.01
C -2.34 2.77 -0.68 -0.01
C 1.27 1.04 -3.38 0.00
C 1.67 3.59 -3.10 0.00
H -1.82 -6.06 0.52 0.00
N 3.28 2.51 1.69 -0.04
C -3.72 3.45 -0.69 0.00
H 1.61 0.95 -4.42 0.00
C 2.08 -5.32 -0.77 0.00
C -2.67 -4.12 0.93 0.07
H -3.09 5.36 0.29 0.00
C -0.20 2.36 -1.92 0.00
H 5.01 0.34 5.30 0.00
C -0.55 1.53 0.33 0.06
C 2.24 -3.81 -0.65 0.04
H -1.08 2.12 -4.50 0.00
H -4.51 1.97 0.62 0.00
C -1.32 -3.29 0.88 -0.01
H -3.26 -6.11 1.47 0.00
H 5.01 1.90 0.48 0.00
H 2.28 3.77 -4.03 0.00
H 3.01 -5.82 -1.06 0.00
H -4.50 5.46 -0.78 0.00
C -0.04 -1.29 1.14 0.12
Re 2.37 0.70 0.95 1.97
H 3.51 -2.44 0.50 0.00
H -0.53 3.85 -4.52 0.00
H 3.34 -3.76 -2.54 0.00
C 4.39 1.23 4.94 0.01
H 4.30 2.12 6.86 0.00
```


# 2
DFT (ωB97M-V/def2-TZVPD) results for a molecular structure, C25H30N4O5S2Zn.

Computed properties:
relative energy (zero: lowest compared OMol25 entry of this formula, charge and spin)	0.0	kJ/mol
total charge	0
DFT total energy	-4141.65471	hartree
HOMO-LUMO gap	7.9889	eV
2S+1	1

XYZ file:
```
67
Properties=species:S:1:pos:R:3:lowdin_charge:R:1
O 3.72 -1.77 2.06 0.05
H -1.12 0.69 3.36 0.12
H 3.44 -2.70 -2.38 0.11
H -0.26 2.47 0.33 0.11
C 3.44 -2.23 -0.30 -0.08
C 1.05 3.45 1.81 -0.15
O 1.51 -1.37 0.80 -0.12
H 2.24 0.60 2.09 0.11
H -1.69 -3.87 -5.07 0.08
H 7.19 -3.20 -0.38 0.10
H 1.15 -0.08 3.30 0.13
C 6.14 -2.93 -0.36 -0.09
C 2.01 -1.86 -0.30 -0.40
H -5.67 0.52 0.41 0.10
C -0.91 1.51 2.68 -0.13
H 2.11 3.66 1.66 0.12
C -3.01 -1.24 1.68 -0.32
H -4.78 -4.44 3.59 0.10
C -3.79 -2.07 2.54 0.05
C 4.05 -2.66 -1.49 -0.03
C -3.77 1.63 -0.86 0.00
N 0.00 -1.65 -1.24 -0.12
H -3.13 2.51 -0.96 0.09
C 0.61 2.24 0.95 -0.13
C -1.67 -2.97 -4.46 -0.53
H -1.71 -2.10 -5.12 0.07
O -1.80 0.58 -0.26 -0.09
H -3.76 -2.72 -3.94 0.08
H -2.90 -3.92 -2.96 0.08
C 5.39 -3.01 -1.53 -0.10
C 1.66 2.04 3.63 -0.14
C -3.03 0.61 -0.04 -0.43
S -0.11 -2.97 -3.54 0.95
C 5.57 -2.52 0.82 -0.02
C -5.31 -3.71 4.20 -0.07
C -5.84 -1.00 1.83 -0.01
H 1.44 1.82 4.67 0.12
C 4.22 -2.17 0.87 -0.26
C -3.71 -0.26 0.89 -0.11
H -3.91 1.21 -1.86 0.09
H 2.77 -1.57 1.89 0.05
H -4.61 -3.25 4.91 0.10
H -1.78 1.63 2.03 0.11
C -5.12 -0.20 1.01 -0.03
H -4.74 1.94 -0.48 0.07
H -3.23 -2.80 3.12 0.11
Zn -0.36 -0.63 0.61 0.74
S -2.46 -1.66 -2.26 0.97
H -6.92 -0.94 1.90 0.12
C 1.39 0.82 2.72 -0.14
C -5.15 -1.96 2.61 -0.28
C -0.75 -2.02 -2.20 -0.87
H -6.11 -4.20 4.75 0.09
C -0.57 2.82 3.43 -0.15
N 0.24 1.11 1.83 -0.20
C -2.81 -2.96 -3.47 -0.52
H 1.41 1.89 0.29 0.12
H -1.19 3.65 3.07 0.12
H 5.84 -3.33 -2.45 0.10
H 2.71 2.34 3.57 0.12
N 1.33 -2.03 -1.40 0.02
H 6.14 -2.46 1.74 0.12
H -0.76 2.72 4.50 0.12
N 0.83 3.18 3.23 -0.16
O -5.94 -2.72 3.40 -0.07
H 0.49 4.34 1.53 0.12
O -1.75 -1.44 1.69 -0.10
```


# 3
DFT (ωB97M-V/def2-TZVPD) results for a single C3H7N3O2 molecule.

Computed properties:
SMILES	[H]/N=C/N(C)O/C=N\O
relative energy (zero: lowest compared OMol25 entry of this formula, charge and spin)	817.4	kJ/mol
total charge	0
DFT total energy	-433.01143	hartree
HOMO-LUMO gap	10.4221	eV
2S+1	1

XYZ file:
```
15
Properties=species:S:1:pos:R:3:lowdin_charge:R:1
O -0.23 0.68 0.47 -0.15
H -1.23 -1.79 -2.11 0.16
C 0.16 1.99 -0.31 -0.08
N 0.63 -0.38 0.43 -0.22
O -1.21 1.47 -2.16 -0.11
H 0.75 2.76 0.50 0.18
N -0.40 2.44 -1.41 0.02
N -0.86 -1.08 -1.27 0.07
H 1.16 -1.70 2.18 0.11
H 0.79 -2.14 -0.58 0.12
C 0.72 -0.77 1.73 -0.11
H -0.31 -0.97 2.08 0.10
H -1.13 0.72 -1.44 0.04
C 0.11 -1.34 -0.42 -0.22
H 1.07 0.11 2.33 0.11
```


Among the records above, which one has the highest total charge? C35H45NO2ReSSe